#1
Formula: C43H59GeN6OV
Source: the OMol25 dataset
Level of theory: the ωB97M-V functional and the def2-TZVPD basis

Output
Multiplicity ... 3
HOMO energy (alpha / beta) ... -7.877 / -7.855 eV

Cartesian coordinates (Å):
V: 0.3719 -0.9229 0.0805
C: 0.0993 -2.2013 1.8384
C: -1.0448 -1.3465 2.0335
C: -0.5408 -0.0614 2.3834
C: 0.8748 -0.1689 2.3783
C: 1.2728 -1.4724 2.1470
C: 2.6521 -2.0467 2.4205
C: 2.7113 -2.2918 3.9397
C: 2.8563 -3.3798 1.7058
C: 3.7743 -1.0729 2.0570
C: -1.1389 1.2047 3.0211
C: -2.5693 1.5869 2.6332
C: -1.0799 0.9804 4.5479
C: -0.2552 2.4297 2.7335
C: -2.4579 -1.9376 2.0551
C: -3.0674 -1.8409 3.4627
C: -3.3852 -1.2693 1.0310
C: -2.4127 -3.4454 1.7650
H: 0.0609 -3.2640 1.6614
H: 1.5464 0.6288 2.6415
H: 1.9003 -2.9502 4.2585
H: 2.6212 -1.3513 4.4877
H: 3.6611 -2.7594 4.2106
H: 2.1561 -4.1363 2.0659
H: 3.8666 -3.7522 1.8871
H: 2.7231 -3.2838 0.6306
H: 3.6547 -0.1177 2.5747
H: 3.8166 -0.8770 0.9882
H: 4.7350 -1.4913 2.3650
H: -3.3151 0.9075 3.0320
H: -2.6969 1.6570 1.5567
H: -2.7867 2.5735 3.0487
H: -1.6918 0.1368 4.8661
H: -1.4390 1.8758 5.0614
H: -0.0541 0.7906 4.8705
H: -0.1538 2.6166 1.6687
H: 0.7455 2.3358 3.1537
H: -0.7106 3.3110 3.1890
H: -3.2317 -0.8219 3.7873
H: -2.4153 -2.3267 4.1922
H: -4.0327 -2.3536 3.4784
H: -3.6007 -0.2355 1.2858
H: -4.3366 -1.8064 0.9738
H: -2.9223 -1.2609 0.0437
H: -1.8589 -3.9789 2.5392
H: -1.9582 -3.6985 0.8072
H: -3.4320 -3.8365 1.7535
C: -1.4024 -1.6082 -4.7684
N: -0.5996 -1.7925 -3.5695
C: 0.7928 -1.3829 -3.6655
C: -1.0890 -2.4222 -2.4734
N: -0.7573 -2.1129 -1.2383
N: -1.9976 -3.4107 -2.7416
C: -2.8964 -3.9139 -1.7249
C: -1.7248 -4.3684 -3.8084
H: -2.4496 -1.7974 -4.5496
H: -1.0888 -2.2625 -5.5868
H: -1.2968 -0.5735 -5.0981
H: 0.8937 -0.7202 -4.5215
H: 1.4380 -2.2488 -3.8137
H: 1.1041 -0.8395 -2.7826
H: -1.0713 -2.8677 -0.6390
H: -2.4344 -4.7037 -1.1204
H: -3.7707 -4.3390 -2.2183
H: -3.2291 -3.1114 -1.0734
H: -0.7855 -4.1338 -4.2986
H: -2.5286 -4.3819 -4.5480
H: -1.6295 -5.3664 -3.3754
N: 4.0333 -0.0695 -1.6165
C: 3.1769 -1.0891 -1.4312
O: 2.1318 -0.8417 -0.7454
C: 3.4525 -2.3637 -1.9709
C: 4.6567 -2.5677 -2.6853
N: 5.6685 -2.6645 -3.2330
C: 2.4735 -3.3760 -1.8914
N: 1.6438 -4.1804 -1.8604
H: 3.8045 0.8214 -1.2046
H: 4.8908 -0.1943 -2.1264
C: -0.2431 1.4826 -2.8054
Ge: -0.1085 1.5382 -0.8145
C: -1.7977 2.5098 -0.4836
C: -2.9726 1.8700 -0.8860
C: -4.2178 2.4539 -0.7000
C: -4.3119 3.7072 -0.1085
C: -3.1545 4.3711 0.2729
C: -1.9121 3.7779 0.0828
C: 1.4598 2.7284 -0.4734
C: 2.4888 2.2260 0.2845
C: 3.7018 2.9239 0.4866
C: 3.8874 4.1472 -0.0848
C: 2.8624 4.7264 -0.8730
C: 3.0380 6.0011 -1.4681
C: 2.0503 6.5667 -2.2193
C: 0.8314 5.8803 -2.4051
C: 0.6384 4.6494 -1.8463
C: 1.6450 4.0209 -1.0669
H: -0.7174 2.3895 -3.1805
H: -0.8648 0.6381 -3.0979
H: 0.7358 1.3911 -3.2755
H: -2.9183 0.8831 -1.3394
H: -5.1140 1.9301 -1.0112
H: -5.2810 4.1650 0.0462
H: -3.2168 5.3552 0.7224
H: -1.0225 4.3182 0.3904
H: 2.3927 1.2440 0.7246
H: 4.4813 2.4744 1.0911
H: 4.8125 4.6949 0.0541
H: 3.9767 6.5197 -1.3097
H: 2.1945 7.5416 -2.6677
H: 0.0427 6.3360 -2.9907
H: -0.3077 4.1459 -1.9803

Atomic partial charges in e from the Löwdin method, atoms 1 to 8: 0.78, -0.12, -0.15, -0.13, -0.08, -0.27, -0.53, -0.04

#2
Formula: C43H59GeN6OV
Source: the OMol25 dataset
Level of theory: the ωB97M-V functional and the def2-TZVPD basis

Output
Multiplicity ... 3
HOMO energy (alpha / beta) ... -8.022 / -8.009 eV

Cartesian coordinates (Å):
V: -0.0917 -0.5516 0.8284
C: -1.6124 0.6790 1.8166
C: -2.5395 -0.0621 1.0026
C: -2.4271 -1.4237 1.4093
C: -1.4582 -1.4686 2.4582
C: -1.0207 -0.1728 2.7822
C: -0.3780 0.2802 4.0779
C: 0.3256 -0.8731 4.7984
C: 0.6153 1.4237 3.8349
C: -1.5133 0.7882 4.9822
C: -3.2269 -2.6823 1.0501
C: -4.7329 -2.4691 1.2832
C: -2.9632 -3.1250 -0.3989
C: -2.8488 -3.8669 1.9537
C: -3.6254 0.7011 0.2365
C: -3.1393 2.0980 -0.1730
C: -4.1083 0.0333 -1.0564
C: -4.8135 0.9160 1.1952
H: -1.5811 1.7557 1.8727
H: -1.2097 -2.3513 3.0247
H: 1.1140 -1.3119 4.1883
H: -0.3810 -1.6610 5.0654
H: 0.7771 -0.5058 5.7214
H: 1.3494 1.1361 3.0808
H: 1.1445 1.6691 4.7578
H: 0.0993 2.3217 3.4915
H: -2.2357 -0.0093 5.1673
H: -2.0382 1.6243 4.5171
H: -1.1135 1.1214 5.9429
H: -5.1926 -1.8400 0.5267
H: -4.9072 -2.0252 2.2649
H: -5.2372 -3.4364 1.2544
H: -2.9042 -2.2763 -1.0787
H: -3.7577 -3.7880 -0.7507
H: -2.0250 -3.6824 -0.4319
H: -3.1012 -3.6678 2.9979
H: -1.7957 -4.1154 1.8782
H: -3.4197 -4.7408 1.6343
H: -2.2375 2.0334 -0.7762
H: -2.9423 2.7432 0.6825
H: -3.9126 2.5862 -0.7686
H: -3.2891 -0.0578 -1.7715
H: -4.8797 0.6569 -1.5130
H: -4.5412 -0.9494 -0.8948
H: -4.4627 1.3226 2.1458
H: -5.3590 -0.0013 1.3998
H: -5.5103 1.6309 0.7520
C: 3.2590 -2.1380 -0.9222
N: 2.3934 -2.1501 -2.0826
C: 2.8868 -1.4088 -3.2385
C: 1.0265 -2.2615 -1.9247
N: 0.3556 -1.7818 -0.9221
N: 0.4279 -2.9351 -2.9562
C: -0.9934 -2.8549 -3.2022
C: 1.1018 -3.9964 -3.6856
H: 4.2825 -2.2925 -1.2649
H: 2.9883 -2.9661 -0.2706
H: 3.2164 -1.2026 -0.3717
H: 3.0530 -0.3549 -2.9966
H: 2.1700 -1.4694 -4.0552
H: 3.8331 -1.8396 -3.5727
H: -0.5813 -2.1828 -0.9112
H: -1.5427 -3.6748 -2.7306
H: -1.1644 -2.9082 -4.2791
H: -1.3850 -1.9030 -2.8479
H: 2.1028 -4.1385 -3.2953
H: 1.1636 -3.7636 -4.7525
H: 0.5418 -4.9290 -3.5716
N: 3.4026 -0.7590 2.6677
C: 2.4284 -1.4864 2.0653
O: 1.4986 -0.8329 1.4705
C: 2.4906 -2.8888 2.1686
C: 3.5499 -3.4846 2.8837
N: 4.4463 -3.9416 3.4487
C: 1.6127 -3.7136 1.4427
N: 0.9519 -4.4003 0.7927
H: 3.4863 0.2097 2.4092
H: 4.2497 -1.2382 2.9315
C: -0.5389 0.9141 -2.5202
Ge: 0.3534 1.3452 -0.7653
C: -0.0602 3.2543 -0.3067
C: -0.7747 4.1424 -1.1053
C: -0.9286 5.4741 -0.7426
C: -0.3713 5.9442 0.4373
C: 0.3488 5.0754 1.2457
C: 0.5004 3.7485 0.8709
C: 2.2797 1.7600 -1.2148
C: 3.2197 1.4885 -0.2518
C: 4.6010 1.6848 -0.4519
C: 5.0521 2.1681 -1.6438
C: 4.1312 2.5442 -2.6500
C: 4.5743 3.1164 -3.8664
C: 3.6843 3.5341 -4.8134
C: 2.3016 3.4144 -4.5760
C: 1.8458 2.8484 -3.4183
C: 2.7356 2.3694 -2.4260
H: 0.2079 0.5463 -3.2265
H: -1.0605 1.7548 -2.9807
H: -1.2684 0.1203 -2.3543
H: -1.2263 3.7996 -2.0314
H: -1.4814 6.1484 -1.3859
H: -0.4918 6.9819 0.7216
H: 0.7953 5.4344 2.1657
H: 1.0764 3.0785 1.5024
H: 2.8735 1.0960 0.6972
H: 5.3057 1.4226 0.3298
H: 6.1119 2.2992 -1.8291
H: 5.6408 3.2341 -4.0223
H: 4.0342 3.9714 -5.7398
H: 1.5971 3.7821 -5.3115
H: 0.7871 2.7852 -3.2251

Atomic partial charges in e from the Löwdin method, atoms 1 to 8: 0.71, -0.14, -0.14, -0.12, -0.05, -0.29, -0.53, -0.03

#1 comes first in stability; the runner-up is 0.712 eV higher.

#1
Formula: C5H4
Source: the OMol25 dataset
Level of theory: the ωB97M-V functional and the def2-TZVPD basis

Output
SMILES string ... C=C=C=C=C
HOMO energy ... -7.929 eV

Cartesian coordinates (Å):
C: -2.5975 -0.0263 0.0749
C: -1.2588 0.1407 0.0306
C: 0.0091 0.2069 -0.1183
C: 1.2652 0.1165 0.1264
C: 2.5154 0.0070 0.0899
H: -2.9324 -1.0279 0.1865
H: -3.1688 1.0087 -0.0714
H: 2.6591 -0.9172 -0.6376
H: 3.5088 0.4916 0.3190

Atomic partial charges in e from the natural (NBO) method, atoms 1 to 8: -0.54, 0.16, -0.24, 0.13, -0.51, 0.24, 0.25, 0.24

#2
Formula: C5H4
Source: the OMol25 dataset
Level of theory: the ωB97M-V functional and the def2-TZVPD basis

Output
SMILES string ... C#CC#CC
HOMO energy (alpha / beta) ... -9.267 / -9.267 eV

Cartesian coordinates (Å):
C: 3.0176 0.1212 -0.0162
C: 1.8768 0.4114 -0.2818
C: 0.5088 0.5540 -0.4313
C: -0.6878 0.4078 -0.3362
C: -1.9579 -0.1917 0.1006
H: 4.0327 -0.1274 0.2157
H: -1.6245 -0.9065 0.8547
H: -2.4846 -0.7479 -0.6805
H: -2.6810 0.4790 0.5749

Atomic partial charges in e from the natural (NBO) method, atoms 1 to 8: -0.18, -0.08, -0.11, 0.10, -0.69, 0.24, 0.24, 0.24

#3
Formula: C5H4
Source: the OMol25 dataset
Level of theory: the ωB97M-V functional and the def2-TZVPD basis

Output
HOMO energy (alpha / beta) ... -7.822 / -7.953 eV

Cartesian coordinates (Å):
C: 2.8747 0.2579 0.4008
C: 1.6742 -0.0094 -0.0512
C: -0.9004 -0.5150 -0.2568
C: 0.4367 -0.1932 -0.1576
C: -1.9917 0.1596 0.1132
H: 3.5060 1.1216 0.2293
H: -0.8743 -1.4860 -0.8586
H: -1.8442 0.9638 0.7505
H: -2.8809 -0.2992 -0.1696

Atomic partial charges in e from the natural (NBO) method, atoms 1 to 8: -0.12, -0.17, -0.29, 0.10, -0.36, 0.19, 0.24, 0.21

#4
Formula: C5H4
Source: the OMol25 dataset
Level of theory: the ωB97M-V functional and the def2-TZVPD basis

Output
HOMO energy ... -9.783 eV

Cartesian coordinates (Å):
C: 1.1989 -0.1912 0.0541
C: -1.0195 0.6855 -0.0152
C: -0.9813 -0.8048 -0.0438
C: -0.0676 -0.1388 0.8495
C: 0.0051 0.0004 -0.8435
H: 2.1450 0.4962 0.1365
H: 1.6768 -1.1794 0.0735
H: -2.0691 1.6030 0.3645
H: -1.7880 -1.5045 0.0363

Atomic partial charges in e from the natural (NBO) method, atoms 1 to 8: -0.39, -0.26, -0.33, -0.03, 0.01, 0.24, 0.23, 0.28

#2 comes first in stability; the runner-up is 1.621 eV higher.

#1
Formula: C24H21F6N4O2OsS5
Source: the OMol25 dataset
Level of theory: the ωB97M-V functional and the def2-TZVPD basis

Output
Multiplicity ... 5
Charge ... +1
HOMO energy (alpha / beta) ... -11.524 / -11.683 eV

Cartesian coordinates (Å):
Os: 1.3234 0.2919 -0.1871
C: -0.5514 0.2859 2.9295
C: 0.9256 0.2652 3.0017
N: 1.7476 0.2507 1.9836
C: 3.0713 0.2672 2.3659
C: 3.2422 0.2855 3.7187
S: 1.7334 0.2894 4.5215
C: 4.1289 0.2266 1.3751
C: 5.4757 0.2661 1.6115
S: 6.3498 0.1216 0.1492
C: 4.8489 0.0119 -0.7190
N: 3.8082 0.0945 0.0515
C: 4.8173 -0.1974 -2.1813
H: -0.8885 -0.0318 1.9452
H: -0.9243 1.2936 3.1203
H: -0.9692 -0.3767 3.6846
H: 4.1580 0.2848 4.2717
H: 5.9811 0.3719 2.5488
H: 5.7706 0.0611 -2.6355
H: 4.0215 0.3881 -2.6411
H: 4.6146 -1.2499 -2.3854
S: 1.3916 1.0364 -2.3938
C: 1.8621 2.5938 -1.7651
S: 1.7421 2.6191 -0.0314
C: 2.2918 3.6267 -2.5600
C: 2.4209 3.4382 -3.9532
N: 2.5591 3.2602 -5.0768
C: 2.6911 4.8770 -2.0478
N: 3.0347 5.8962 -1.6503
C: 0.4558 -3.7866 -1.6383
C: 0.8487 -2.8756 -0.4676
O: 0.7773 -1.5603 -0.7870
C: 2.2923 -3.1929 -0.0035
F: 2.4815 -4.4409 0.4072
F: 3.1603 -2.9560 -0.9931
F: 2.6615 -2.3779 1.0074
C: -0.1100 -3.1354 0.7262
F: 0.2133 -2.3608 1.7796
F: -1.3639 -2.8219 0.4040
F: -0.1083 -4.3975 1.1487
H: 1.1266 -3.6025 -2.4743
H: -0.5612 -3.5429 -1.9378
H: 0.5087 -4.8328 -1.3479
C: -7.6105 -0.5552 0.3276
C: -6.2159 -0.0266 0.2868
C: -5.2876 -0.4960 -0.6400
C: -4.0006 0.0085 -0.6674
C: -3.6428 1.0030 0.2254
C: -4.5346 1.4547 1.1843
C: -5.8156 0.9401 1.2086
S: -2.0263 1.8043 0.1312
C: -2.3061 2.5661 -1.5092
O: -1.0594 0.6857 -0.1442
H: -7.8605 -1.0933 -0.5826
H: -8.3249 0.2526 0.4752
H: -7.7134 -1.2396 1.1695
H: -5.5747 -1.2532 -1.3540
H: -3.2749 -0.3698 -1.3713
H: -4.2247 2.2094 1.8889
H: -6.5196 1.2970 1.9441
H: -2.5441 1.7874 -2.2267
H: -1.3984 3.0847 -1.8008
H: -3.1232 3.2737 -1.4198

Atomic partial charges in e from the natural (NBO) method, atoms 1 to 8: 1.42, -0.69, 0.14, -0.55, 0.12, -0.40, 0.55, 0.08

#2
Formula: C24H21F6N4O2OsS5
Source: the OMol25 dataset
Level of theory: the ωB97M-V functional and the def2-TZVPD basis

Output
Multiplicity ... 5
Charge ... +1
HOMO energy (alpha / beta) ... -11.291 / -11.051 eV

Cartesian coordinates (Å):
Os: 0.1229 0.1006 0.1545
C: 2.6875 2.8611 0.5909
C: 1.2632 3.1314 0.8672
N: 0.2944 2.2813 0.6898
C: -0.9323 2.7825 1.0439
C: -0.8919 4.0663 1.5002
S: 0.7170 4.6491 1.5002
C: -2.0824 1.9203 0.8922
C: -3.3882 2.2247 1.1337
S: -4.3957 0.9091 0.7128
C: -3.0139 0.0062 0.2185
N: -1.8807 0.6431 0.4076
C: -3.1736 -1.3298 -0.4040
H: 2.7849 1.8646 0.1631
H: 3.2736 2.9294 1.5078
H: 3.0832 3.5961 -0.1079
H: -1.7069 4.6689 1.8423
H: -3.7908 3.1324 1.5343
H: -4.1686 -1.7219 -0.2069
H: -2.4241 -2.0330 -0.0387
H: -3.0543 -1.2486 -1.4867
S: -0.1135 -2.0564 1.0316
C: -0.9074 -1.7046 2.5486
S: -0.6368 -0.1251 3.1186
C: -1.6627 -2.6883 3.1616
C: -1.6622 -3.9978 2.6476
N: -1.6560 -5.0677 2.2353
C: -2.5246 -2.4335 4.2395
N: -3.2935 -2.2230 5.0647
C: 4.0497 -0.8298 0.7695
C: 3.1388 -0.9239 -0.4634
O: 2.0419 -0.1165 -0.3889
C: 2.7242 -2.4071 -0.7066
F: 3.5907 -3.0791 -1.4585
F: 2.5791 -3.0829 0.4298
F: 1.5367 -2.4440 -1.3436
C: 3.9473 -0.4815 -1.7233
F: 3.3863 -0.9074 -2.8655
F: 3.9726 0.8520 -1.7965
F: 5.2104 -0.8988 -1.7212
H: 3.4542 -1.0013 1.6623
H: 4.4927 0.1613 0.8165
H: 4.8447 -1.5670 0.7138
C: -0.7063 3.1098 -8.2881
C: -0.3986 2.4434 -6.9901
C: -1.3513 2.3501 -5.9811
C: -1.0541 1.7262 -4.7842
C: 0.2078 1.1988 -4.5920
C: 1.1790 1.2948 -5.5765
C: 0.8728 1.9145 -6.7729
S: 0.6209 0.2496 -3.1119
C: -0.1339 -1.3004 -3.7290
O: -0.3672 0.7167 -2.0635
H: -1.7739 3.2556 -8.4186
H: -0.3238 2.5242 -9.1206
H: -0.2194 4.0834 -8.3155
H: -2.3409 2.7546 -6.1376
H: -1.7928 1.6444 -4.0009
H: 2.1592 0.8769 -5.4141
H: 1.6178 1.9821 -7.5521
H: -1.1080 -1.0853 -4.1536
H: -0.2245 -1.9912 -2.8967
H: 0.5227 -1.7156 -4.4852

Atomic partial charges in e from the natural (NBO) method, atoms 1 to 8: 1.33, -0.69, 0.14, -0.53, 0.08, -0.39, 0.53, 0.11

#1 comes first in stability; the runner-up is 0.974 eV higher.